Computed, not measured: a single C6H7NO molecule, with the ωB97M-V functional and the def2-TZVPD basis.

Properties
**Largest force on an atom**: 12.6 eV/A
**E_LUMO**: 0.391 eV
**SMILES**: CC1=CC=N/C1=C/O
**Frontier orbital gap**: 8.83 eV
**M**: 109.1 g mol⁻¹
**HOMO**: -8.442 eV

Geometry as ORCA input:
```
! RIJCOSX wB97M-V def2-TZVPD def2/J DEFGRID3
* xyz 0 1
C -0.19 1.80 0.05
C 0.39 0.31 -0.33
C 1.77 0.18 -0.24
C 1.80 -1.32 -0.03
N 0.70 -1.96 0.14
C -0.33 -0.98 -0.22
C -1.68 -1.27 -0.02
O -2.56 -0.50 -0.13
H -0.69 2.11 -0.88
H -0.86 1.89 1.04
H 0.68 2.48 0.52
H 2.56 0.99 0.20
H 2.67 -1.88 -0.16
H -2.18 -2.29 0.18
H -2.09 0.43 -0.12
*
```